{"formula": "C28H28F5N7OS2Sr", "method": "the ωB97M-V functional and the def2-TZVPD basis", "species": ["Sr", "C", "C", "N", "N", "C", "N", "S", "C", "C", "C", "C", "C", "N", "H", "H", "H", "H", "H", "H", "H", "H", "H", "H", "C", "C", "O", "N", "C", "C", "C", "C", "C", "C", "N", "H", "H", "H", "H", "H", "H", "H", "H", "H", "H", "C", "C", "C", "C", "C", "C", "C", "C", "C", "S", "C", "N", "H", "H", "H", "H", "H", "H", "H", "H", "F", "C", "F", "C", "F", "F", "F"], "positions_angstrom": [[0.044, -0.611, -0.591], [4.438, -1.732, 1.186], [3.266, -1.086, 0.510], [2.280, -1.747, 0.038], [2.309, -3.106, 0.174], [1.482, -3.921, -0.541], [1.613, -5.230, -0.193], [0.458, -3.442, -1.749], [3.217, 0.396, 0.377], [4.388, 1.121, 0.189], [4.308, 2.489, 0.029], [3.064, 3.097, 0.084], [1.953, 2.300, 0.294], [2.018, 0.978, 0.442], [4.095, -2.274, 2.071], [5.156, -0.995, 1.530], [4.946, -2.428, 0.513], [2.998, -3.520, 0.785], [1.912, -5.466, 0.739], [0.930, -5.844, -0.605], [5.339, 0.615, 0.107], [5.200, 3.073, -0.155], [2.950, 4.165, -0.043], [0.960, 2.731, 0.346], [2.984, 1.266, 3.727], [1.756, 0.446, 3.398], [1.814, -0.745, 3.142], [0.592, 1.148, 3.416], [-0.702, 0.544, 3.156], [-1.555, 1.372, 2.228], [-2.593, 2.145, 2.731], [-3.392, 2.871, 1.862], [-3.131, 2.804, 0.506], [-2.073, 2.014, 0.087], [-1.296, 1.316, 0.915], [3.867, 0.653, 3.576], [2.952, 1.590, 4.768], [3.044, 2.152, 3.092], [0.633, 2.120, 3.671], [-1.246, 0.387, 4.091], [-0.534, -0.436, 2.712], [-2.782, 2.153, 3.796], [-4.213, 3.468, 2.238], [-3.730, 3.338, -0.218], [-1.847, 1.932, -0.973], [-1.279, -0.358, -3.870], [-2.500, -0.585, -3.021], [-3.784, -0.422, -3.592], [-4.879, -0.574, -2.803], [-4.733, -0.945, -1.447], [-5.861, -1.122, -0.617], [-5.674, -1.520, 0.676], [-4.383, -1.778, 1.160], [-3.238, -1.632, 0.392], [-1.702, -2.109, 1.083], [-3.420, -1.154, -0.954], [-2.330, -0.915, -1.758], [-1.539, -0.339, -4.927], [-0.536, -1.143, -3.716], [-0.795, 0.590, -3.633], [-3.869, -0.161, -4.639], [-5.878, -0.431, -3.199], [-6.849, -0.947, -1.025], [-6.523, -1.663, 1.333], [-4.260, -2.135, 2.174], [1.139, 0.647, -2.210], [2.565, 0.463, -2.743], [2.413, -0.773, -3.348], [2.503, 1.467, -3.908], [1.808, 1.063, -4.998], [3.758, 1.725, -4.335], [1.972, 2.648, -3.531]], "de_lowest_kcal_mol": 38.0, "gap_ev": 6.5, "multiplicity": 1, "charge": 0, "lumo_energy_ev": -0.1}

{"formula": "C28H28HfN5OS2", "method": "the ωB97M-V functional and the def2-TZVPD basis", "species": ["Hf", "S", "C", "C", "C", "C", "C", "N", "H", "H", "H", "H", "C", "C", "C", "C", "C", "C", "C", "C", "C", "C", "C", "C", "C", "C", "C", "N", "H", "H", "H", "H", "H", "H", "H", "H", "H", "H", "N", "C", "N", "C", "N", "C", "C", "C", "S", "O", "C", "C", "C", "H", "H", "H", "H", "H", "H", "H", "H", "H", "H", "H", "H", "H", "H"], "positions_angstrom": [[-0.417, -0.094, 0.006], [-2.282, 1.749, -0.384], [-2.318, 0.958, -1.943], [-3.098, 1.335, -3.035], [-3.008, 0.588, -4.191], [-2.151, -0.512, -4.263], [-1.403, -0.827, -3.154], [-1.494, -0.104, -2.027], [-3.755, 2.189, -2.961], [-3.606, 0.858, -5.052], [-2.071, -1.104, -5.163], [-0.708, -1.657, -3.128], [3.149, -2.544, -1.577], [2.784, -3.836, -1.234], [1.557, -4.073, -0.636], [0.694, -3.009, -0.367], [1.054, -1.689, -0.680], [2.289, -1.491, -1.301], [-0.643, -3.235, 0.235], [-1.130, -4.538, 0.487], [-2.357, -4.708, 1.049], [-3.138, -3.585, 1.396], [-4.402, -3.707, 2.013], [-5.115, -2.594, 2.353], [-4.584, -1.319, 2.085], [-3.363, -1.173, 1.481], [-2.612, -2.307, 1.117], [-1.379, -2.159, 0.516], [4.102, -2.359, -2.058], [3.450, -4.663, -1.435], [1.301, -5.092, -0.385], [2.591, -0.489, -1.588], [-0.530, -5.395, 0.231], [-2.742, -5.701, 1.244], [-4.787, -4.699, 2.214], [-6.081, -2.684, 2.830], [-5.145, -0.436, 2.360], [-2.995, -0.175, 1.283], [2.957, -0.222, 5.165], [1.922, -0.465, 4.720], [0.721, -0.766, 4.222], [0.374, -0.305, 3.119], [-0.033, 0.116, 2.085], [4.550, 2.030, -2.566], [4.164, 3.244, -1.734], [2.705, 3.222, -1.289], [2.397, 1.906, -0.085], [1.000, 1.376, -0.505], [2.062, 2.862, 1.400], [3.364, 3.369, 2.021], [4.299, 2.254, 2.476], [5.606, 2.056, -2.826], [3.976, 1.993, -3.492], [4.374, 1.100, -2.021], [4.302, 4.160, -2.311], [4.818, 3.339, -0.863], [2.033, 2.976, -2.113], [2.384, 4.167, -0.852], [1.537, 2.173, 2.062], [1.380, 3.667, 1.121], [3.076, 3.988, 2.874], [3.866, 4.047, 1.325], [3.777, 1.524, 3.097], [5.109, 2.660, 3.079], [4.750, 1.724, 1.636]], "gap_ev": 7.7, "multiplicity": 1, "charge": 1, "lumo_energy_ev": -3.4}

{"formula": "C28H28N2O6", "method": "the ωB97M-V functional and the def2-TZVPD basis", "species": ["C", "C", "O", "C", "C", "C", "C", "N", "C", "O", "C", "C", "N", "C", "C", "C", "C", "O", "C", "C", "C", "C", "C", "O", "C", "C", "C", "O", "C", "C", "O", "C", "C", "C", "C", "C", "H", "H", "H", "H", "H", "H", "H", "H", "H", "H", "H", "H", "H", "H", "H", "H", "H", "H", "H", "H", "H", "H", "H", "H", "H", "H", "H", "H"], "positions_angstrom": [[4.180, 2.379, -3.652], [3.842, 1.600, -2.391], [3.440, 2.529, -1.401], [2.897, 2.067, -0.248], [2.488, 3.040, 0.667], [1.849, 2.684, 1.835], [1.598, 1.344, 2.119], [0.814, 0.994, 3.235], [-0.312, 0.217, 3.270], [-0.868, 0.005, 4.329], [-0.778, -0.307, 1.957], [-0.756, 0.498, 0.867], [-1.050, 0.079, -0.395], [-0.711, 0.959, -1.457], [-1.042, 2.304, -1.390], [-0.578, 3.196, -2.340], [0.216, 2.749, -3.390], [0.755, 3.527, -4.366], [0.662, 4.935, -4.272], [1.602, 5.515, -3.219], [0.492, 1.383, -3.488], [0.046, 0.500, -2.530], [-1.517, -1.210, -0.660], [-1.799, -1.553, -1.795], [-1.633, -2.069, 0.510], [-2.109, -3.369, 0.318], [-2.219, -4.272, 1.355], [-2.678, -5.552, 1.185], [-3.092, -5.950, -0.099], [-1.832, -3.860, 2.657], [-1.856, -4.606, 3.789], [-2.428, -5.894, 3.828], [-1.357, -2.571, 2.843], [-1.253, -1.656, 1.798], [2.085, 0.371, 1.254], [2.725, 0.725, 0.080], [3.288, 2.870, -4.032], [4.933, 3.131, -3.434], [4.562, 1.702, -4.411], [4.720, 1.040, -2.038], [3.028, 0.894, -2.596], [2.666, 4.076, 0.427], [1.514, 3.448, 2.522], [1.020, 1.462, 4.110], [-0.465, 1.534, 0.937], [-1.667, 2.668, -0.588], [-0.849, 4.235, -2.244], [0.948, 5.291, -5.265], [-0.374, 5.242, -4.084], [1.387, 5.099, -2.238], [1.487, 6.595, -3.181], [2.633, 5.278, -3.467], [1.077, 1.040, -4.327], [0.284, -0.548, -2.608], [-2.384, -3.633, -0.690], [-3.431, -6.979, 0.014], [-3.918, -5.333, -0.465], [-2.267, -5.916, -0.817], [-2.364, -6.198, 4.872], [-1.875, -6.603, 3.208], [-3.474, -5.882, 3.517], [-1.089, -2.278, 3.845], [1.939, -0.671, 1.491], [3.080, -0.056, -0.573]], "de_lowest_kcal_mol": 1.1, "gap_ev": 8.3, "smiles": "CCOc1ccc(NC(=O)c2cn(-c3ccc(OCC)cc3)c(=O)c3cc(OC)c(OC)cc23)cc1", "multiplicity": 1, "charge": 0, "lumo_energy_ev": 0.7}

{"formula": "C28H28N3O3SW", "method": "the ωB97M-V functional and the def2-TZVPD basis", "species": ["W", "O", "C", "O", "C", "C", "C", "C", "C", "C", "S", "H", "H", "H", "H", "O", "C", "C", "C", "C", "C", "C", "C", "N", "C", "C", "N", "H", "H", "H", "H", "H", "H", "H", "C", "C", "C", "C", "C", "C", "C", "C", "C", "C", "C", "C", "N", "H", "H", "H", "H", "H", "H", "H", "H", "H", "H", "H", "H", "H", "H", "H", "H", "H"], "positions_angstrom": [[0.452, 0.359, -0.455], [3.674, 1.626, 1.315], [2.993, 0.651, 1.076], [1.679, 0.628, 1.245], [3.674, -0.648, 0.714], [4.695, -1.051, 1.581], [5.392, -2.231, 1.383], [5.083, -3.017, 0.276], [4.085, -2.615, -0.597], [3.357, -1.432, -0.396], [2.137, -0.968, -1.595], [4.933, -0.407, 2.419], [6.169, -2.531, 2.078], [5.617, -3.943, 0.095], [3.839, -3.221, -1.462], [1.322, 2.053, -1.105], [1.345, 3.345, -0.836], [2.438, 4.107, -1.276], [2.520, 5.452, -0.991], [1.523, 6.086, -0.243], [0.453, 5.338, 0.198], [0.349, 3.976, -0.096], [-0.816, 3.202, 0.344], [-0.935, 1.891, 0.406], [-2.222, 1.618, 0.844], [-2.876, 2.782, 1.057], [-1.974, 3.775, 0.739], [3.217, 3.587, -1.820], [3.380, 6.017, -1.331], [1.600, 7.136, 0.008], [-0.302, 5.814, 0.817], [-2.562, 0.605, 0.984], [-3.873, 2.992, 1.404], [-2.157, 4.761, 0.711], [-1.518, -1.643, -3.375], [-2.728, -1.112, -2.592], [-2.718, 0.417, -2.543], [-2.883, -1.805, -1.243], [-3.988, -2.639, -1.071], [-4.173, -3.378, 0.087], [-3.211, -3.297, 1.082], [-2.090, -2.476, 0.960], [-1.050, -2.526, 2.072], [0.308, -3.049, 1.588], [-0.889, -1.220, 2.860], [-1.943, -1.701, -0.205], [-0.836, -0.874, -0.339], [-1.523, -1.251, -4.398], [-1.539, -2.733, -3.426], [-0.579, -1.354, -2.900], [-3.625, -1.388, -3.152], [-1.803, 0.806, -2.108], [-3.554, 0.806, -1.956], [-2.797, 0.816, -3.559], [-4.711, -2.711, -1.877], [-5.037, -4.021, 0.202], [-3.319, -3.892, 1.984], [-1.438, -3.266, 2.777], [0.793, -2.358, 0.901], [0.195, -4.007, 1.074], [0.976, -3.195, 2.441], [-0.329, -0.470, 2.307], [-0.338, -1.415, 3.785], [-1.861, -0.798, 3.133]], "de_lowest_kcal_mol": 16.3, "gap_ev": [5.9, 5.9], "multiplicity": 1, "charge": -1, "lumo_energy_ev": [2.5, 2.5]}

> The highest charge belongs to which entry?

C28H28HfN5OS2

> Which of these has the highest charge?

C28H28HfN5OS2

> Which value of charge does entry 3 give?

0

> The lowest charge belongs to which entry?

C28H28N3O3SW